No. 1
Molecular formula: C18H17N7Sn
Method: DFT, ωB97M-V with the def2-TZVPD basis set

Each line ends with the Löwdin charge.
Atoms and positions in Å:
1 Sn 0.540 2.304 -1.744  1.682
2 N -0.432 -5.412 0.465  0.207
3 C 0.244 -4.329 0.111  -0.035
4 N -0.096 -3.111 0.519  0.174
5 C -1.154 -3.040 1.288  -0.175
6 N -1.558 -1.719 1.782  0.270
7 N -0.721 -0.921 2.067  0.155
8 C -0.058 -0.083 2.744  0.095
9 C 0.456 1.272 2.504  -0.227
10 C 0.867 1.863 3.697  0.042
11 C 1.314 3.182 3.706  0.035
12 C 1.315 3.861 2.512  0.026
13 C 0.891 3.174 1.372  -0.195
14 N 0.488 1.917 1.313  0.027
15 C -1.976 -4.089 1.702  -0.062
16 C -3.132 -3.988 2.520  0.025
17 C -3.798 -5.126 2.863  0.024
18 C -3.339 -6.399 2.431  0.052
19 C -2.239 -6.536 1.622  0.050
20 C -1.554 -5.379 1.257  -0.109
21 H -0.108 -6.316 0.125  0.205
22 H 1.111 -4.465 -0.521  0.165
23 H 0.111 -0.470 3.751  0.181
24 H 0.823 1.312 4.628  0.139
25 H 1.647 3.648 4.624  0.149
26 H 1.631 4.893 2.442  0.141
27 H 0.887 3.736 0.432  0.029
28 H -3.484 -3.021 2.850  0.130
29 H -4.692 -5.070 3.471  0.143
30 H -3.876 -7.285 2.748  0.148
31 H -1.909 -7.510 1.282  0.148
32 C 2.284 4.569 -6.671  0.075
33 N 1.854 4.342 -5.266  -0.055
34 C 1.874 5.295 -4.262  0.030
35 C 1.408 4.696 -3.149  -0.137
36 N 1.095 3.355 -3.468  -0.262
37 C 1.397 3.209 -4.779  -0.086
38 H 2.507 5.624 -6.788  0.114
39 H 1.477 4.285 -7.340  0.118
40 H 3.175 3.978 -6.868  0.119
41 H 2.208 6.305 -4.436  0.162
42 H 1.261 5.135 -2.172  0.112
43 H 1.260 2.312 -5.363  0.171

Its calculated total energy is -35160.5686 eV. As for the HOMO-LUMO gap: 6.31 eV. As for the net charge: +4. For the HOMO energy, the calculation gives -20.15 eV.

***

No. 2
Molecular formula: C2H4FNO
Method: DFT, ωB97M-V with the def2-TZVPD basis set

Each line ends with the Löwdin charge.
Atoms and positions in Å:
1 C -0.189 -0.210 0.833  -0.057
2 C 0.908 0.065 -0.202  -0.015
3 N -0.550 0.457 -0.422  -0.265
4 O -1.068 1.520 -0.737  0.064
5 F -0.964 -1.013 -1.425  -0.283
6 H -0.586 -1.253 0.974  0.130
7 H -0.559 0.355 1.749  0.142
8 H 1.707 0.952 -0.092  0.163
9 H 1.300 -0.873 -0.679  0.121

As for the relative energy (zero: lowest compared OMol25 entry of this formula, charge and spin): 6.2444 eV. Its calculated total energy is -8388.0029 eV. As for the HOMO-LUMO gap: 9.81 eV. For the HOMO energy, the calculation gives -10.50 eV.

***

No. 3
Molecular formula: C9H36N18O9
Method: DFT, ωB97M-V with the def2-TZVPD basis set

Each line ends with the Löwdin charge.
Atoms and positions in Å:
1 N -3.416 -0.973 2.500  0.153
2 C -4.671 -1.091 3.049  -0.665
3 N -5.357 0.109 3.113  0.135
4 O -5.246 -2.150 3.201  0.038
5 H -2.767 -0.233 2.755  0.049
6 H -3.024 -1.819 2.122  0.096
7 H -4.839 0.962 3.216  0.066
8 H -6.340 0.064 3.303  0.094
9 N 1.585 4.448 2.518  0.150
10 C 1.093 5.439 1.688  -0.677
11 N 1.294 6.695 2.232  0.138
12 O 0.559 5.247 0.619  0.044
13 H 2.228 4.791 3.208  0.097
14 H 1.661 3.521 2.146  0.068
15 H 0.969 7.460 1.668  0.100
16 H 1.364 6.795 3.228  0.088
17 N 0.308 0.028 -3.513  0.164
18 C 1.319 -0.124 -4.405  -0.674
19 N 2.533 -0.373 -3.801  0.142
20 O 1.152 -0.118 -5.613  0.020
21 H 0.467 -0.126 -2.533  0.058
22 H -0.632 0.021 -3.859  0.097
23 H 2.548 -0.137 -2.821  0.055
24 H 3.344 -0.616 -4.334  0.098
25 N 6.077 2.312 -0.347  0.147
26 C 4.795 1.940 -0.016  -0.665
27 N 4.290 0.884 -0.699  0.175
28 O 4.134 2.596 0.778  0.001
29 H 6.723 1.841 -0.950  0.092
30 H 6.415 3.072 0.217  0.098
31 H 4.832 0.183 -1.172  0.102
32 H 3.344 0.602 -0.478  0.044
33 N -0.819 -5.587 -0.618  0.149
34 C -1.615 -4.473 -0.469  -0.647
35 N -2.897 -4.712 -0.111  0.181
36 O -1.134 -3.358 -0.653  -0.016
37 H 0.103 -5.365 -0.946  0.099
38 H -1.040 -6.513 -0.306  0.093
39 H -3.135 -5.687 -0.074  0.100
40 H -3.579 -3.964 -0.226  0.066
41 N 3.238 -2.880 -2.091  0.152
42 C 4.289 -3.562 -1.520  -0.683
43 N 5.041 -4.246 -2.450  0.136
44 O 4.539 -3.598 -0.334  0.033
45 H 3.316 -2.431 -2.984  0.055
46 H 2.567 -2.468 -1.460  0.077
47 H 5.863 -4.702 -2.102  0.096
48 H 4.821 -4.231 -3.427  0.087
49 N 1.266 1.247 0.882  0.187
50 C 0.943 0.150 0.134  -0.621
51 N -0.224 -0.411 0.503  0.203
52 O 1.696 -0.302 -0.729  -0.028
53 H 2.073 1.802 0.634  0.066
54 H 0.779 1.506 1.722  0.076
55 H -0.797 -0.039 1.242  0.062
56 H -0.470 -1.304 0.106  0.068
57 N -3.229 2.375 1.532  0.164
58 C -2.047 2.315 2.232  -0.628
59 N -1.530 3.519 2.569  0.186
60 O -1.542 1.252 2.592  -0.024
61 H -3.576 1.516 1.136  0.087
62 H -3.877 3.125 1.685  0.101
63 H -0.627 3.522 3.013  0.082
64 H -1.985 4.399 2.416  0.109
65 N -5.162 -0.436 -1.263  0.160
66 C -4.320 -1.407 -0.820  -0.662
67 N -3.022 -1.261 -1.229  0.157
68 O -4.673 -2.397 -0.191  0.016
69 H -4.825 0.423 -1.653  0.094
70 H -6.078 -0.452 -0.848  0.106
71 H -2.819 -0.879 -2.135  0.093
72 H -2.251 -1.742 -0.779  0.039

As for the relative energy (zero: lowest compared OMol25 entry of this formula, charge and spin): 0.6925 eV. Its calculated total energy is -55176.4416 eV. The SMILES is NC(N)=O.NC(N)=O.NC(N)=O.NC(N)=O.NC(N)=O.NC(N)=O.NC(N)=O.NC(N)=O.NC(N)=O. As for the HOMO-LUMO gap: 9.59 eV. For the HOMO energy, the calculation gives -9.39 eV.

***

No. 4
Molecular formula: C10H18O3
Method: DFT, ωB97M-V with the def2-TZVPD basis set

Each line ends with the Löwdin charge.
Atoms and positions in Å:
1 C -0.550 -4.234 2.759  -0.119
2 O -0.539 -3.480 1.572  -0.190
3 C -0.991 -2.147 1.746  -0.245
4 C -1.732 -1.692 0.505  -0.173
5 C -0.790 -1.190 -0.610  -0.193
6 C -0.495 0.302 -0.466  -0.223
7 C 0.187 0.915 -1.678  -0.151
8 C 0.416 2.447 -1.587  -0.273
9 C 0.478 3.023 -0.192  -0.142
10 O 1.808 2.724 0.269  0.026
11 C 2.654 2.842 -0.798  -0.444
12 O 3.858 2.929 -0.669  0.111
13 C 1.818 2.849 -2.065  -0.048
14 H -0.105 -3.685 3.592  0.086
15 H 0.030 -5.133 2.583  0.085
16 H -1.571 -4.499 3.044  0.087
17 H -0.142 -1.491 1.955  0.124
18 H -1.657 -2.103 2.612  0.116
19 H -2.423 -0.898 0.791  0.108
20 H -2.327 -2.520 0.130  0.113
21 H 0.147 -1.731 -0.484  0.117
22 H -1.226 -1.415 -1.578  0.110
23 H -1.440 0.824 -0.299  0.117
24 H 0.121 0.452 0.420  0.112
25 H -0.445 0.747 -2.549  0.116
26 H 1.129 0.412 -1.886  0.120
27 H -0.360 2.941 -2.164  0.141
28 H 0.360 4.108 -0.190  0.133
29 H -0.222 2.648 0.546  0.119
30 H 2.239 2.203 -2.827  0.127
31 H 1.772 3.855 -2.482  0.132

As for the relative energy (zero: lowest compared OMol25 entry of this formula, charge and spin): 0.0000 eV. Its calculated total energy is -16804.0609 eV. The SMILES is COCCCCC[C@H]1COC(=O)C1. As for the HOMO-LUMO gap: 10.59 eV. For the HOMO energy, the calculation gives -9.77 eV.